Entry 1:
# CH2O

An isolated molecule of CH2O at a distorted geometry (ωB97M-V/def2-TZVPD, the Open Molecules 2025 dataset).

As for the total energy: -3115.4578 eV. The calculation puts the frontier orbital gap at 11.2 eV. The structure (SMILES) is C=O. As for the LUMO energy: 0.89 eV.

The geometry in ORCA input format:
```
! RIJCOSX wB97M-V def2-TZVPD def2/J DEFGRID3
* xyz 0 1
C 0.0404 -0.0029 -0.0252
O -1.1635 -0.0379 -0.0085
H 0.4245 0.8814 0.0166
H 0.6987 -0.8405 0.0171
*
```

From a Mulliken analysis of the wavefunction, the atomic charges in e read: -0.07 -0.40 0.24 0.22

Entry 2:
# C24H46N12O24

A 11-piece molecular cluster, C24H46N12O24 overall at a distorted geometry (ωB97M-V/def2-TZVPD, the Open Molecules 2025 dataset).

As for the total energy: -92626.7737 eV. The calculation puts the frontier orbital gap at 9.3 eV. The structure (SMILES) is CCOC(=O)CCCc1cccc2c1C(=O)N(N)C2=O.C[N+](=O)[O-].C[N+](=O)[O-].C[N+](=O)[O-].C[N+](=O)[O-].C[N+](=O)[O-].C[N+](=O)[O-].C[N+](=O)[O-].C[N+](=O)[O-].C[N+](=O)[O-].C[N+](=O)[O-]. As for the LUMO energy: -0.25 eV.

The geometry in ORCA input format:
```
! RIJCOSX wB97M-V def2-TZVPD def2/J DEFGRID3
* xyz 0 1
C 6.5126 -2.0027 1.9828
C 6.5571 -1.9811 0.4543
O 5.3381 -1.5053 -0.1266
C 4.3397 -2.3997 -0.1956
O 4.4526 -3.5470 0.1589
C 3.0882 -1.7809 -0.7376
C 1.9015 -2.7397 -0.7176
C 1.3596 -2.8861 0.7194
C -0.0916 -2.5467 0.9265
C -0.9184 -3.4167 1.6434
C -2.2513 -3.1288 1.9237
C -2.8346 -1.9553 1.5012
C -2.0292 -1.0873 0.7916
C -0.6952 -1.3707 0.5016
C -0.1914 -0.1878 -0.2764
O 0.6292 -0.1134 -1.1362
N -1.0525 0.9333 0.0951
N -0.6060 1.5763 1.2722
C -2.3327 0.2530 0.2243
O -3.3875 0.6614 -0.1680
H 7.0842 -1.1647 2.3725
H 6.9771 -2.9115 2.3529
H 5.4921 -1.9125 2.3458
H 7.3113 -1.2686 0.1290
H 6.8404 -2.9460 0.0445
H 2.8413 -0.9427 -0.0834
H 3.2519 -1.3814 -1.7339
H 1.1245 -2.4073 -1.3956
H 2.2378 -3.7100 -1.0808
H 1.9628 -2.3060 1.4204
H 1.4820 -3.9219 1.0341
H -0.5106 -4.3478 2.0123
H -2.8437 -3.8237 2.5012
H -3.8629 -1.7002 1.7130
H -0.6340 0.9573 2.0814
H -1.1362 2.4174 1.4373
C -4.2122 -2.5522 -2.0859
N -3.2913 -3.7088 -1.9036
O -2.1102 -3.5434 -2.1375
O -3.7895 -4.7476 -1.5213
H -3.6334 -1.7012 -2.4274
H -4.9554 -2.8410 -2.8182
H -4.6740 -2.3481 -1.1248
C 2.2846 2.3136 -0.9088
N 3.4382 3.1462 -1.3391
O 3.9830 2.8990 -2.3879
O 3.7573 4.0584 -0.5887
H 2.0974 1.5563 -1.6553
H 2.5272 1.8614 0.0473
H 1.4330 2.9839 -0.8069
C -5.0301 2.7751 -1.5366
N -5.6973 3.8900 -2.2636
O -5.0977 4.9288 -2.4059
O -6.8247 3.6678 -2.6710
H -4.0370 3.0677 -1.2223
H -5.6623 2.5382 -0.6863
H -4.9898 1.9373 -2.2254
C 10.3918 0.6190 3.6922
N 9.7834 -0.7406 3.6850
O 9.5959 -1.2716 2.6110
O 9.5141 -1.2236 4.7635
H 10.5737 0.9157 2.6666
H 9.6885 1.2842 4.1832
H 11.3144 0.5560 4.2604
C -8.6528 -4.0688 -1.1398
N -7.5639 -3.0597 -1.1838
O -7.2374 -2.6224 -2.2655
O -7.0707 -2.7293 -0.1248
H -8.9864 -4.2492 -2.1540
H -8.2424 -4.9648 -0.6840
H -9.4463 -3.6529 -0.5269
C -3.1474 4.3403 4.0806
N -1.8941 4.0686 3.3250
O -1.6775 4.7174 2.3248
O -1.1657 3.1970 3.7586
H -3.6844 5.1311 3.5713
H -3.7171 3.4163 4.1010
H -2.8606 4.6322 5.0861
C 2.7564 -4.1940 -5.1090
N 2.8387 -3.0913 -4.1128
O 3.8932 -2.9216 -3.5370
O 1.8334 -2.4347 -3.9412
H 3.7200 -4.6867 -5.1504
H 1.9745 -4.8694 -4.7756
H 2.4925 -3.7471 -6.0623
C 1.4998 6.2622 -0.1791
N 0.0468 6.2111 -0.5003
O -0.4646 5.1160 -0.6169
O -0.5301 7.2700 -0.6257
H 1.8678 5.2494 -0.0980
H 1.9952 6.7968 -0.9836
H 1.6069 6.7993 0.7584
C -8.0600 1.2844 -3.0358
N -8.8324 0.0113 -2.9848
O -9.1562 -0.5051 -4.0315
O -9.0820 -0.4310 -1.8817
H -7.9098 1.5529 -4.0739
H -8.6359 2.0382 -2.5091
H -7.1177 1.1059 -2.5281
C 4.1498 2.4755 3.2270
N 3.4323 1.1703 3.2303
O 3.2368 0.6339 2.1593
O 3.0886 0.7321 4.3054
H 4.3861 2.7342 2.2012
H 3.4865 3.2059 3.6799
H 5.0459 2.3501 3.8268
*
```

Mulliken population analysis, charges in e, atoms 1 to 5: -0.71 -0.32 -0.34 0.25 -0.62

Entry 3:
# C4H9N2

An isolated ion of composition C4H9N2 and charge +1 at a distorted geometry (ωB97M-V/def2-TZVPD, the Open Molecules 2025 dataset).

As for the total energy: -7262.1289 eV. The calculation puts the frontier orbital gap (spin up / spin down) at 8.6 / 8.5 eV. The structure (SMILES) is C=[N+](C)N1CC1. As for the LUMO energy (spin up / spin down): -5.78 / -5.83 eV.

The geometry in ORCA input format:
```
! RIJCOSX wB97M-V def2-TZVPD def2/J DEFGRID3
* xyz 1 1
C 0.3925 -0.0253 -1.9121
N 0.5185 0.1643 -0.4159
C 1.7266 0.9052 -0.0169
N -0.1611 -0.5134 0.5255
C -1.0840 -0.1545 1.4856
C -1.4115 -1.1058 0.4041
H -0.6565 -0.3495 -2.1553
H 1.0965 0.1153 -2.6456
H 2.2952 0.4193 0.8620
H 1.2999 1.7724 0.5341
H 2.3881 1.3215 -0.8108
H -1.7913 0.6422 1.2774
H -1.0218 -0.2822 2.5969
H -1.5403 -2.2069 0.6257
H -2.0509 -0.7026 -0.3547
*
```

Mulliken population analysis, charges in e, atoms 1 to 5: -0.19 0.24 -0.77 -0.06 -0.38

Entry 4:
# C4H6N2

C4H6N2 as an isolated structure at a distorted geometry (ωB97M-V/def2-TZVPD, the Open Molecules 2025 dataset).

As for the total energy: -7222.5662 eV. The calculation puts the frontier orbital gap at 10.4 eV. As for the LUMO energy: 0.51 eV.

The geometry in ORCA input format:
```
! RIJCOSX wB97M-V def2-TZVPD def2/J DEFGRID3
* xyz 0 1
C 1.5415 -0.1054 1.9085
C 0.5773 0.1547 0.8076
C 1.0224 -1.2196 0.2693
C -1.1253 0.9682 -0.6080
N 1.8321 -1.2984 1.5882
N -0.2463 1.0992 0.5217
H 1.8516 0.4042 2.8010
H 0.2816 -1.9474 0.1140
H 1.8736 -1.2134 -0.4228
H -1.3770 1.8864 -1.1053
H -1.9897 0.3618 -0.3101
H -0.9563 0.2253 -1.4198
*
```

Mulliken population analysis, charges in e, atoms 1 to 5: -0.48 0.78 -0.28 -0.85 -0.48

What is the total energy in the third record? -7262.1289 eV

The lowest total energy belongs to which entry? C24H46N12O24

Which formula does entry 2 have? C24H46N12O24

Which value of total energy does entry 2 give? -92626.7737 eV